[1]
DFT (ωB97M-V/def2-TZVPD) results for C8H16N2O5 in the gas phase at a distorted geometry.

The geometry in XYZ format:
```
31
Properties=species:S:1:pos:R:3:forces:R:3:nbo_charge:R:1
C -2.965 -0.975 -0.028 -2.40 1.67 -0.45 -0.648
C -1.770 -1.821 -0.056 -0.82 -1.54 -2.64 0.091
O -2.245 -3.229 -0.289 1.28 2.00 0.25 -0.711
C -0.663 -1.583 -1.099 1.80 -0.52 3.70 -0.154
N 0.494 -2.354 -0.511 -2.00 2.30 0.15 -0.845
C -0.342 -0.133 -1.101 -1.06 -0.11 -2.61 0.689
O -1.112 0.599 -1.740 -0.62 0.18 0.59 -0.661
N 0.756 0.364 -0.587 2.17 -0.91 1.31 -0.617
C 0.715 1.650 0.037 1.12 0.39 -0.06 -0.215
C 0.937 2.781 -0.942 -2.25 -2.22 -1.57 0.795
O 1.487 3.744 -0.563 1.52 2.95 0.20 -0.597
O 0.482 2.580 -2.192 0.74 0.78 0.79 -0.679
C 1.794 1.766 1.081 0.08 -3.40 2.96 0.126
C 1.755 0.438 2.080 -1.79 1.64 -2.62 -0.628
O 3.102 1.910 0.634 -0.09 -2.52 1.33 -0.704
H -3.753 -1.438 0.605 0.68 0.38 -0.04 0.221
H -3.492 -0.784 -0.979 0.57 -0.70 -0.09 0.238
H -2.802 0.069 0.265 0.28 -0.33 0.54 0.225
H -1.268 -1.731 0.852 0.74 -0.23 1.98 0.164
H -2.385 -3.443 0.622 -0.56 -1.12 0.72 0.461
H -1.066 -1.821 -2.017 -0.40 -0.97 -2.24 0.230
H 0.117 -2.939 0.198 0.19 -0.89 0.21 0.370
H 1.098 -2.809 -1.111 1.04 -1.21 -1.54 0.373
H 1.623 -0.208 -0.454 -1.65 0.45 0.28 0.449
H -0.155 1.828 0.666 -0.70 -0.24 -0.64 0.237
H -0.111 1.789 -2.178 -0.33 0.00 -0.05 0.505
H 1.470 2.557 1.747 0.28 0.55 0.05 0.174
H 2.388 -0.394 1.827 -0.08 -0.45 -1.07 0.216
H 0.657 0.149 2.157 1.57 0.16 0.47 0.197
H 2.237 0.768 2.938 0.11 0.76 2.14 0.217
H 3.015 2.668 0.139 0.60 3.15 -2.03 0.480
```
Positions in Å, forces in eV/Å.

Results
* energy above the lowest of the compared OMol25 structures with the same formula, charge and spin: 210.0 kJ/mol
* SMILES: C[C@@H](O)[C@H](N)C(=O)N[C@H](C(=O)O)[C@@H](C)O
* HOMO: -9.9429 eV


[2]
DFT (ωB97M-V/def2-TZVPD) results for C8H16N2OSi in the gas phase at a distorted geometry.

The geometry in XYZ format:
```
28
Properties=species:S:1:pos:R:3:forces:R:3:nbo_charge:R:1
C -0.533 0.772 -3.548 1.41 -0.18 0.35 -0.239
C -0.829 1.784 -4.522 -0.99 -0.90 -1.50 0.354
C 0.748 -1.973 -0.416 -0.18 0.02 1.71 -0.381
C 1.575 -1.207 0.668 -0.66 0.18 -0.01 -0.387
C 0.637 -1.233 -1.768 -0.03 -0.88 1.93 -0.276
C 0.703 -0.610 1.834 -0.13 0.19 -2.21 -0.917
C -0.222 2.546 1.020 -0.77 -0.20 -0.12 -1.173
C -2.088 0.316 2.519 1.37 2.26 3.09 -1.197
N -0.166 0.979 -2.305 -1.48 1.38 0.32 -0.176
N 0.143 0.068 -1.456 -0.29 1.29 1.87 -0.409
O -1.209 1.484 -5.682 0.91 1.03 2.28 -0.594
Si -0.600 0.713 1.403 0.99 -0.25 -0.84 1.852
H -0.417 -0.214 -3.882 -0.21 -1.48 -1.02 0.154
H -0.744 2.824 -4.158 -0.06 0.06 -0.28 0.111
H 1.263 -2.945 -0.401 -0.63 0.05 -0.93 0.215
H -0.266 -2.102 0.052 0.57 -0.19 -0.78 0.180
H 2.296 -1.878 1.136 -0.06 -0.09 0.03 0.199
H 2.155 -0.494 0.104 0.20 0.77 0.29 0.220
H 1.632 -1.142 -2.139 1.02 0.17 -0.68 0.186
H 0.099 -1.864 -2.426 -0.94 -0.50 -0.99 0.186
H 0.130 -1.437 2.240 -0.13 -0.12 0.28 0.234
H 1.329 -0.212 2.598 0.55 0.37 0.87 0.246
H 0.722 2.738 1.545 0.05 0.06 -0.28 0.257
H -0.145 2.829 -0.074 0.00 -0.68 1.18 0.311
H -0.992 3.192 1.509 0.47 -0.52 -0.42 0.250
H -2.967 0.046 2.064 -2.02 -1.02 -1.42 0.262
H -1.822 -0.479 3.316 -0.29 1.29 -1.42 0.264
H -2.477 1.302 3.114 1.32 -2.10 -1.30 0.265
```
Positions in Å, forces in eV/Å.

Results
* energy above the lowest of the compared OMol25 structures with the same formula, charge and spin: 0.0 kJ/mol
* HOMO (alpha / beta): -6.9359 / -6.9355 eV


[3]
DFT (ωB97M-V/def2-TZVPD) results for a molecular structure, C8H16N2PSSc at a distorted geometry.

The geometry in XYZ format:
```
29
Properties=species:S:1:pos:R:3:forces:R:3:nbo_charge:R:1
C 1.456 -2.928 -0.392 -1.21 -1.16 0.97 -0.609
C 1.727 -3.848 0.737 -0.48 1.37 -0.55 -0.243
C 0.513 -4.288 1.319 0.24 1.63 -2.57 -0.312
C -0.555 -3.711 0.533 1.12 0.75 -0.09 -0.265
C -0.016 -2.862 -0.488 0.92 -1.57 0.17 -0.445
Sc 1.163 -0.461 -0.431 0.67 -0.98 1.16 0.726
P 0.911 -0.442 -2.927 0.55 0.90 -1.33 -0.115
H 2.095 -2.780 -1.284 -0.11 -0.13 0.63 0.225
H 2.729 -3.992 1.143 -0.27 -0.28 -0.19 0.202
H 0.407 -5.003 2.100 -0.06 -0.15 0.58 0.210
H -0.527 -2.536 -1.408 -0.01 -0.11 0.70 0.218
H -1.611 -3.828 0.747 0.05 -0.09 -0.12 0.203
H 0.045 -1.042 -3.934 0.45 0.31 0.30 -0.008
H 2.224 -0.733 -3.482 -0.91 0.28 -0.13 0.021
H 0.815 0.988 -3.257 0.04 -1.37 -0.16 0.048
C -0.024 3.269 2.150 0.24 0.16 -0.15 -0.428
N 0.012 1.920 1.591 -0.49 -0.21 -0.07 -0.586
C -0.944 1.483 0.745 0.35 -1.83 1.31 0.346
S -1.141 -0.217 0.447 -0.65 1.03 0.59 -0.279
N -1.834 2.338 0.237 -0.90 0.16 -1.28 -0.618
C -1.383 3.489 -0.555 -0.22 0.82 -0.16 -0.428
H -1.051 3.663 2.082 0.43 -0.15 0.09 0.218
H 0.664 3.930 1.598 -0.27 -0.14 0.31 0.210
H 0.277 3.219 3.199 -0.02 0.07 -0.19 0.223
H 0.504 1.184 2.117 -0.39 0.64 -0.59 0.424
H -2.593 1.825 -0.249 0.91 0.43 0.59 0.420
H -1.788 3.362 -1.566 0.32 0.09 0.15 0.216
H -1.793 4.433 -0.165 0.22 -0.28 -0.03 0.205
H -0.283 3.566 -0.610 -0.52 -0.20 0.05 0.220
```
Positions in Å, forces in eV/Å.

Results
* energy above the lowest of the compared OMol25 structures with the same formula, charge and spin: 272.1 kJ/mol
* HOMO (alpha / beta): -5.6766 / -4.3782 eV


[4]
DFT (ωB97M-V/def2-TZVPD) results for a gas-phase ion, C8H16N3O (charge +1) at a distorted geometry.

The geometry in XYZ format:
```
28
Properties=species:S:1:pos:R:3:forces:R:3:nbo_charge:R:1
C -1.375 -2.131 1.747 0.52 -0.42 -1.81 -0.615
C -0.447 -1.388 0.667 -1.27 -2.30 1.25 -0.309
C -0.888 -1.961 -0.654 0.70 -0.55 -1.95 -0.598
C -0.627 0.050 0.838 0.95 1.14 -3.78 -0.029
N 0.149 0.676 1.959 2.60 -1.28 -3.76 -0.529
C 0.417 1.909 1.144 -1.11 0.65 -0.72 -0.224
C 0.347 1.223 -0.256 -1.21 -2.01 1.54 0.094
N 0.019 1.927 -1.426 2.21 -1.95 1.01 -0.623
C 0.825 1.498 -2.540 -1.76 -1.09 -2.48 -0.023
N 1.775 0.535 -2.013 -0.41 0.53 -1.52 -0.605
C 1.645 0.429 -0.680 0.36 2.34 1.26 0.660
O 2.457 0.113 0.165 -0.25 -1.08 0.00 -0.612
H -0.916 -2.659 2.536 1.08 -0.53 0.78 0.230
H -1.946 -2.882 1.177 0.04 0.32 0.48 0.232
H -2.069 -1.482 2.219 -0.77 0.86 0.24 0.200
H 0.594 -1.652 0.686 0.64 -0.13 0.81 0.233
H -1.930 -1.818 -0.883 -0.54 0.54 -0.04 0.216
H -0.813 -3.095 -0.676 0.45 1.42 0.16 0.242
H -0.266 -1.525 -1.492 -0.73 -0.63 0.67 0.210
H -1.696 0.291 0.794 0.39 0.57 0.55 0.234
H 1.061 0.121 2.127 -1.63 1.01 -0.35 0.472
H -0.432 0.686 2.705 -1.71 0.69 3.55 0.429
H 1.326 2.357 1.420 1.20 0.77 0.38 0.238
H -0.447 2.617 1.249 0.86 -0.68 0.01 0.238
H -0.756 2.411 -1.728 -2.29 1.04 0.32 0.415
H 1.265 2.383 -2.948 0.98 0.37 -0.35 0.197
H 0.180 1.070 -3.466 1.22 0.49 2.18 0.179
H 2.546 0.297 -2.669 -0.55 -0.10 1.55 0.449
```
Positions in Å, forces in eV/Å.

Results
* total charge: +1
* energy above the lowest of the compared OMol25 structures with the same formula, charge and spin: 166.7 kJ/mol
* SMILES: CC(C)[C@H]1[NH2+]C[C@]12NCNC2=O
* HOMO: -12.3404 eV


[5]
DFT (ωB97M-V/def2-TZVPD) results for a gas-phase ion, C8H16N3O2 (charge +1) at a distorted geometry.

The geometry in XYZ format:
```
29
Properties=species:S:1:pos:R:3:forces:R:3:nbo_charge:R:1
H -1.940 -3.099 2.026 -0.17 2.30 -1.32 0.422
N -2.155 -2.192 1.462 -0.29 -3.94 2.36 -0.582
C -1.383 -1.649 0.717 1.03 2.18 -0.23 0.703
O 0.296 -1.772 0.846 -1.94 -1.80 2.68 -0.381
N 0.828 -1.523 -0.253 2.10 1.53 -3.25 0.297
O 0.630 -2.369 -1.335 -1.31 2.82 -0.33 -0.506
C 1.384 -0.398 -0.568 -0.99 -0.53 -0.51 0.208
C 1.183 0.854 0.175 2.76 0.60 1.13 -0.130
C 2.494 1.076 1.096 0.02 1.59 -2.68 -0.578
C 1.137 2.027 -0.836 2.24 -1.55 0.11 -0.579
C -0.033 0.969 0.986 -2.78 1.66 1.34 -0.438
C -1.341 0.761 0.148 -0.66 -0.76 3.74 -0.203
N -1.548 -0.682 -0.169 0.81 1.46 0.26 -0.516
C -2.465 -0.869 -1.209 -1.11 0.41 -3.59 -0.402
H 0.976 -3.192 -1.144 1.38 -3.18 1.05 0.491
H 1.870 -0.407 -1.540 0.01 0.01 0.19 0.248
H 2.485 0.566 2.006 -0.25 -1.20 1.29 0.226
H 2.519 2.188 1.368 0.31 -1.48 -0.69 0.237
H 3.381 0.720 0.466 -0.89 0.96 1.11 0.221
H 0.915 2.874 -0.219 0.25 0.81 -0.22 0.233
H 0.341 1.831 -1.511 -0.32 0.26 -1.03 0.206
H 2.156 2.032 -1.336 -1.41 0.60 0.30 0.231
H -0.044 2.033 1.396 -0.14 -1.06 -0.77 0.246
H -0.107 0.446 1.930 0.30 -0.78 -0.03 0.243
H -2.290 1.064 0.790 1.90 -0.25 -1.35 0.227
H -1.259 1.363 -0.723 -0.50 0.03 -0.92 0.216
H -2.859 -1.926 -1.258 0.52 1.24 -0.05 0.240
H -3.341 -0.134 -1.132 1.06 -1.11 -0.11 0.216
H -1.830 -0.589 -2.181 -1.92 -0.81 1.51 0.202
```
Positions in Å, forces in eV/Å.

Results
* total charge: +1
* energy above the lowest of the compared OMol25 structures with the same formula, charge and spin: 567.1 kJ/mol
* SMILES: [H]/N=C1\O/[N+](O)=C\C(C)(C)CCN1C
* HOMO: -13.2736 eV


[6]
DFT (ωB97M-V/def2-TZVPD) results for a gas-phase ion, C8H16N3O3S (charge +1) at a distorted geometry.

The geometry in XYZ format:
```
31
Properties=species:S:1:pos:R:3:forces:R:3:nbo_charge:R:1
H -3.102 -2.025 1.385 -0.81 -0.59 0.71 0.370
N -2.557 -1.826 0.580 0.97 0.78 -1.09 -0.614
C -3.023 -0.832 -0.026 0.19 -1.83 1.78 0.550
C -4.179 -0.011 0.287 -0.27 2.39 -0.85 -0.724
O -2.258 -0.379 -1.108 0.71 0.01 -0.98 -0.688
S -1.256 0.789 -0.971 0.60 -0.56 -0.10 2.510
O -0.933 1.210 -2.274 0.02 -0.06 -0.30 -0.848
O -1.621 1.663 0.083 0.11 -0.09 0.09 -0.877
N 0.432 0.063 -0.322 -1.04 4.43 -2.97 -0.377
C 1.155 1.477 -0.367 0.36 0.17 0.19 -0.255
C 2.663 1.258 -0.217 -0.70 -1.07 -2.15 -0.242
N 2.765 -0.028 0.415 1.15 -2.13 1.43 -0.425
C 1.858 -0.175 1.578 -0.42 0.23 -1.19 -0.230
C 0.360 -0.357 1.023 0.80 1.42 3.17 -0.295
C 2.517 -1.162 -0.514 0.53 -0.37 -0.28 -0.245
C 1.165 -0.872 -1.190 -0.08 -0.05 -0.20 -0.268
H -3.629 0.953 0.607 -1.58 -0.96 -0.46 0.269
H -4.764 -0.386 1.132 0.11 -0.02 -0.43 0.258
H -4.801 0.175 -0.661 0.79 -0.11 1.59 0.268
H 0.767 1.959 0.512 -0.14 0.36 0.28 0.224
H 0.901 2.086 -1.237 -0.20 -0.57 0.00 0.265
H 3.178 1.185 -1.225 -0.60 0.18 1.12 0.222
H 3.095 2.096 0.301 0.33 0.07 0.57 0.240
H 1.887 0.757 2.145 0.17 -0.26 0.17 0.218
H 2.145 -1.025 2.192 0.03 0.10 -0.02 0.238
H -0.007 -1.344 1.059 -0.41 -1.20 0.15 0.247
H -0.311 0.342 1.621 0.67 -1.02 -0.91 0.253
H 2.467 -2.178 0.005 0.32 1.61 -0.31 0.237
H 3.301 -1.236 -1.340 -0.85 0.20 1.33 0.243
H 1.311 -0.522 -2.196 -0.19 0.88 -0.23 0.246
H 0.478 -1.655 -1.276 -0.57 -1.96 -0.13 0.230
```
Positions in Å, forces in eV/Å.

Results
* total charge: +1
* energy above the lowest of the compared OMol25 structures with the same formula, charge and spin: 206.9 kJ/mol
* SMILES: [H]/N=C(\C)OS(=O)(=O)[N+]12CCN(CC1)CC2
* HOMO: -12.6055 eV


Question: The highest energy above the lowest of the compared OMol25 structures with the same formula, charge and spin belongs to which entry?
Answer: C8H16N3O2


Question: Number 6 is which compound?
Answer: C8H16N3O3S


What did the first record say?
DFT (ωB97M-V/def2-TZVPD) results for C8H16N2O5 in the gas phase at a distorted geometry.

The geometry in XYZ format:
```
31
Properties=species:S:1:pos:R:3:forces:R:3:nbo_charge:R:1
C -2.965 -0.975 -0.028 -2.40 1.67 -0.45 -0.648
C -1.770 -1.821 -0.056 -0.82 -1.54 -2.64 0.091
O -2.245 -3.229 -0.289 1.28 2.00 0.25 -0.711
C -0.663 -1.583 -1.099 1.80 -0.52 3.70 -0.154
N 0.494 -2.354 -0.511 -2.00 2.30 0.15 -0.845
C -0.342 -0.133 -1.101 -1.06 -0.11 -2.61 0.689
O -1.112 0.599 -1.740 -0.62 0.18 0.59 -0.661
N 0.756 0.364 -0.587 2.17 -0.91 1.31 -0.617
C 0.715 1.650 0.037 1.12 0.39 -0.06 -0.215
C 0.937 2.781 -0.942 -2.25 -2.22 -1.57 0.795
O 1.487 3.744 -0.563 1.52 2.95 0.20 -0.597
O 0.482 2.580 -2.192 0.74 0.78 0.79 -0.679
C 1.794 1.766 1.081 0.08 -3.40 2.96 0.126
C 1.755 0.438 2.080 -1.79 1.64 -2.62 -0.628
O 3.102 1.910 0.634 -0.09 -2.52 1.33 -0.704
H -3.753 -1.438 0.605 0.68 0.38 -0.04 0.221
H -3.492 -0.784 -0.979 0.57 -0.70 -0.09 0.238
H -2.802 0.069 0.265 0.28 -0.33 0.54 0.225
H -1.268 -1.731 0.852 0.74 -0.23 1.98 0.164
H -2.385 -3.443 0.622 -0.56 -1.12 0.72 0.461
H -1.066 -1.821 -2.017 -0.40 -0.97 -2.24 0.230
H 0.117 -2.939 0.198 0.19 -0.89 0.21 0.370
H 1.098 -2.809 -1.111 1.04 -1.21 -1.54 0.373
H 1.623 -0.208 -0.454 -1.65 0.45 0.28 0.449
H -0.155 1.828 0.666 -0.70 -0.24 -0.64 0.237
H -0.111 1.789 -2.178 -0.33 0.00 -0.05 0.505
H 1.470 2.557 1.747 0.28 0.55 0.05 0.174
H 2.388 -0.394 1.827 -0.08 -0.45 -1.07 0.216
H 0.657 0.149 2.157 1.57 0.16 0.47 0.197
H 2.237 0.768 2.938 0.11 0.76 2.14 0.217
H 3.015 2.668 0.139 0.60 3.15 -2.03 0.480
```
Positions in Å, forces in eV/Å.

Results
* energy above the lowest of the compared OMol25 structures with the same formula, charge and spin: 210.0 kJ/mol
* SMILES: C[C@@H](O)[C@H](N)C(=O)N[C@H](C(=O)O)[C@@H](C)O
* HOMO: -9.9429 eV


Question: Which value of energy above the lowest of the compared OMol25 structures with the same formula, charge and spin does entry 3 give?
Answer: 272.1 kJ/mol